# 1
Computed, not measured: C29H30AuGeN5OP as an isolated structure at a distorted geometry, with wB97M-V/def2-TZVPD.

```
! wB97M-V def2-TZVPD RIJCOSX def2/J DEFGRID3
* xyz 1 1
Au 0.078 0.095 -0.180
O -1.957 1.765 0.777
C -0.778 1.686 0.869
C 0.114 2.469 1.766
C -0.372 3.715 2.157
C 0.424 4.575 2.894
C 1.703 4.184 3.260
C 2.176 2.925 2.915
C 1.389 2.053 2.171
P 1.944 0.397 1.674
C 1.221 -0.796 2.831
C 0.373 -0.510 3.819
C -0.538 -1.558 4.388
C -0.084 -3.028 4.268
C 0.927 -3.374 3.163
C 1.303 -2.183 2.264
C 3.727 0.324 2.006
C 4.251 -0.186 3.193
C 5.625 -0.202 3.397
C 6.478 0.296 2.422
C 5.962 0.806 1.238
C 4.591 0.814 1.026
H -1.373 3.998 1.857
H 0.051 5.550 3.177
H 2.333 4.860 3.824
H 3.164 2.610 3.227
H 0.257 0.511 4.168
H -0.899 -1.288 5.377
H -0.002 -3.594 5.193
H 1.711 -4.088 3.390
H 2.245 -2.328 1.734
H 3.584 -0.560 3.961
H 6.029 -0.597 4.320
H 7.548 0.285 2.584
H 6.629 1.189 0.477
H 4.186 1.206 0.100
N 1.187 -3.888 -1.759
C 1.049 -2.606 -2.090
N 0.599 -1.948 -1.042
C 0.482 -2.909 -0.071
N 0.830 -4.102 -0.472
C 0.055 -2.536 1.311
C -0.296 -3.703 2.260
N -1.237 -3.373 3.366
C -1.727 -1.972 3.410
C -1.697 -1.210 2.134
N -0.897 -1.448 1.174
H 1.507 -4.656 -2.327
H 1.263 -2.195 -3.063
H -0.484 -4.663 1.787
H -2.712 -1.910 3.868
H -2.382 -0.374 2.009
C -1.622 0.146 -3.466
Ge -0.821 1.846 -2.931
C -2.153 3.059 -2.187
C 0.026 2.693 -4.477
C 0.622 1.485 -1.650
H -2.443 0.312 -4.165
H -2.016 -0.382 -2.595
H -0.882 -0.490 -3.957
H -2.718 3.514 -3.001
H -1.672 3.858 -1.619
H -2.848 2.537 -1.531
H -0.728 2.977 -5.212
H 0.735 2.015 -4.956
H 0.559 3.594 -4.170
H 0.971 2.405 -1.178
H 1.474 1.016 -2.151
*
```

Results
Energy in hartree: -4025.7457

***

# 2
Computed, not measured: C29H30BF2O2PS2V as an isolated structure, with wB97M-V/def2-TZVPD.

```
! wB97M-V def2-TZVPD RIJCOSX def2/J DEFGRID3
* xyz 1 3
V 0.061 -0.307 -2.054
C -0.917 -0.082 -5.516
C -1.068 0.574 -4.175
C -0.087 1.472 -3.718
C -0.323 2.314 -2.619
C 0.677 3.369 -2.229
C -1.554 2.230 -1.969
C -2.484 1.256 -2.307
C -3.782 1.115 -1.564
C -2.214 0.416 -3.394
H -1.283 0.616 -6.273
H -1.499 -0.997 -5.594
H 0.124 -0.302 -5.743
H 0.841 1.578 -4.270
H 0.400 4.324 -2.679
H 1.678 3.118 -2.577
H 0.702 3.513 -1.149
H -1.759 2.909 -1.150
H -4.522 1.808 -1.971
H -3.668 1.336 -0.504
H -4.182 0.107 -1.663
H -2.949 -0.325 -3.687
C 3.729 -3.800 -0.674
O 2.299 -3.768 -0.866
C 1.715 -2.634 -1.120
S 2.414 -1.140 -1.162
S -0.015 -2.750 -1.398
H 4.024 -4.824 -0.874
H 3.956 -3.528 0.355
H 4.216 -3.109 -1.358
F -0.856 -2.799 -4.102
B -0.157 -2.058 -3.239
F 1.038 -1.504 -3.722
O -0.505 0.220 -0.067
P -0.085 0.087 1.376
C 1.557 0.764 1.679
C 2.196 0.608 2.907
C 3.423 1.212 3.130
C 4.011 1.981 2.134
C 3.372 2.149 0.915
C 2.146 1.543 0.688
C -0.120 -1.623 1.932
C -1.368 -2.228 2.075
C -1.454 -3.576 2.381
C -0.295 -4.322 2.551
C 0.949 -3.722 2.418
C 1.041 -2.374 2.106
C -1.215 1.003 2.430
C -1.224 0.803 3.809
C -2.076 1.548 4.608
C -2.924 2.487 4.034
C -2.922 2.683 2.661
C -2.068 1.940 1.859
H 1.745 0.011 3.690
H 3.921 1.084 4.082
H 4.969 2.452 2.312
H 3.827 2.751 0.139
H 1.640 1.667 -0.260
H -2.271 -1.643 1.944
H -2.423 -4.044 2.488
H -0.364 -5.375 2.794
H 1.850 -4.306 2.561
H 2.012 -1.910 1.988
H -0.583 0.054 4.259
H -2.086 1.390 5.678
H -3.590 3.065 4.661
H -3.586 3.411 2.215
H -2.050 2.078 0.787
*
```

Results
Energy in hartree: -3579.8526

***

# 3
Computed, not measured: C29H30BF2O2PS2V as an isolated structure, with wB97M-V/def2-TZVPD.

```
! wB97M-V def2-TZVPD RIJCOSX def2/J DEFGRID3
* xyz 1 3
V -1.307 0.600 0.605
C 0.137 1.816 3.564
C -0.836 0.678 3.395
C -0.402 -0.588 3.002
C -1.282 -1.683 2.993
C -0.797 -3.067 2.674
C -2.611 -1.470 3.331
C -3.083 -0.206 3.694
C -4.531 -0.004 4.023
C -2.183 0.847 3.737
H -0.111 2.669 2.930
H 1.156 1.499 3.343
H 0.122 2.171 4.595
H 0.647 -0.747 2.778
H -1.125 -3.376 1.680
H -1.194 -3.789 3.388
H 0.290 -3.125 2.721
H -3.299 -2.309 3.326
H -5.145 -0.160 3.133
H -4.719 1.002 4.393
H -4.861 -0.716 4.780
H -2.527 1.825 4.056
C -4.116 3.500 -2.294
O -3.703 3.497 -0.909
C -2.826 2.623 -0.507
S -2.097 1.481 -1.521
S -2.448 2.634 1.165
H -4.846 4.298 -2.364
H -4.561 2.537 -2.537
H -3.255 3.699 -2.928
F -2.463 -2.164 -0.081
B -2.816 -0.957 0.364
F -4.118 -0.774 0.555
O 0.379 -0.236 0.029
P 1.457 -0.288 -1.057
C 2.642 1.020 -0.751
C 3.692 1.263 -1.636
C 4.612 2.259 -1.362
C 4.491 3.020 -0.206
C 3.450 2.781 0.678
C 2.529 1.780 0.408
C 0.766 -0.076 -2.694
C 0.082 -1.152 -3.262
C -0.572 -0.996 -4.472
C -0.538 0.231 -5.124
C 0.141 1.304 -4.564
C 0.786 1.156 -3.347
C 2.226 -1.899 -0.983
C 3.161 -2.272 -1.950
C 3.762 -3.516 -1.882
C 3.426 -4.393 -0.856
C 2.488 -4.027 0.097
C 1.888 -2.778 0.035
H 3.793 0.687 -2.548
H 5.423 2.444 -2.053
H 5.212 3.798 0.004
H 3.352 3.372 1.579
H 1.723 1.590 1.105
H 0.061 -2.113 -2.760
H -1.101 -1.831 -4.910
H -1.044 0.349 -6.073
H 0.165 2.258 -5.073
H 1.298 2.001 -2.905
H 3.411 -1.604 -2.766
H 4.487 -3.805 -2.631
H 3.894 -5.366 -0.806
H 2.219 -4.714 0.887
H 1.149 -2.489 0.767
*
```

Results
Energy in hartree: -3579.8751